Here is a cluster of 10 separate species, C35H68BBrF9N9O16S in total from the OMol25 dataset. Energies are from ωB97M-V/def2-TZVPD.

The value obtained for the energy relative to the best compared isomer or geometry (same formula, charge and spin) is 5.495 eV. As for the calculated total energy: -189576.4560 eV. The structure (SMILES) is COB(O)[C@]1(Br)OC(=O)O[C@@H]1S(=O)(=O)C(F)(F)C(F)(F)C(F)(F)C(F)(F)F.CN(C)C=O.CN(C)C=O.CN(C)C=O.CN(C)C=O.CN(C)C=O.CN(C)C=O.CN(C)C=O.CN(C)C=O.CN(C)C=O. Its net charge is 0. As for the HOMO-LUMO gap: 8.21 eV. For the LUMO energy, the calculation gives -0.432 eV.

Each line ends with the Löwdin charge.
Geometry (Å):
1 C 0.901 -0.583 2.172  -0.07
2 O 2.146 0.178 2.060  -0.03
3 B 2.146 0.814 0.759  -0.57
4 O 2.240 0.087 -0.491  0.05
5 C 2.097 2.451 0.705  -0.52
6 Br 3.875 2.841 -0.188  0.89
7 O 2.257 3.207 1.944  -0.03
8 C 1.743 4.536 1.698  -0.37
9 O 1.668 5.436 2.561  0.14
10 O 1.298 4.582 0.313  -0.04
11 C 0.917 3.220 -0.065  -0.23
12 S -0.837 3.126 0.669  0.90
13 O -1.308 4.573 0.712  -0.27
14 O -0.665 2.514 2.038  -0.27
15 C -1.816 2.075 -0.502  -0.31
16 F -1.551 2.607 -1.821  0.03
17 F -1.263 0.769 -0.514  0.06
18 C -3.410 2.125 -0.328  -0.19
19 F -3.919 3.456 -0.530  0.09
20 F -3.931 1.388 -1.463  0.07
21 C -4.009 1.390 0.960  -0.17
22 F -5.412 1.184 0.681  0.07
23 F -3.482 0.080 1.168  0.10
24 C -3.932 2.164 2.358  -0.28
25 F -3.114 1.421 3.277  0.07
26 F -5.249 2.120 2.947  0.07
27 F -3.578 3.520 2.312  0.12
28 H 1.060 -1.731 2.112  0.08
29 H 0.264 -0.287 3.078  0.12
30 H 0.256 -0.326 1.239  0.09
31 H 1.709 0.515 -1.201  0.08
32 H 0.956 3.081 -1.214  0.18
33 C -1.885 -3.306 -2.504  -0.06
34 N -0.586 -2.673 -2.391  -0.17
35 C 0.606 -3.471 -2.608  -0.03
36 C -0.450 -1.356 -2.088  -0.32
37 O 0.615 -0.763 -1.978  -0.02
38 H -1.949 -4.117 -1.774  0.08
39 H -1.996 -3.712 -3.512  0.09
40 H -2.687 -2.591 -2.316  0.08
41 H 1.223 -3.446 -1.707  0.09
42 H 1.176 -3.043 -3.437  0.09
43 H 0.339 -4.502 -2.842  0.09
44 H -1.413 -0.847 -1.945  0.13
45 C -4.061 5.812 -4.780  -0.06
46 N -2.658 5.455 -4.831  -0.20
47 C -1.851 5.935 -5.937  -0.04
48 C -2.071 4.682 -3.873  -0.34
49 O -0.899 4.346 -3.857  0.00
50 H -4.558 5.435 -5.678  0.09
51 H -4.151 6.901 -4.744  0.09
52 H -4.542 5.384 -3.899  0.08
53 H -1.433 5.080 -6.473  0.09
54 H -1.029 6.538 -5.544  0.10
55 H -2.455 6.537 -6.618  0.09
56 H -2.771 4.372 -3.081  0.12
57 C -6.565 -6.103 -0.680  -0.06
58 N -5.678 -5.118 -1.266  -0.20
59 C -4.905 -4.261 -0.389  -0.04
60 C -5.547 -4.973 -2.617  -0.33
61 O -4.821 -4.168 -3.172  0.01
62 H -7.305 -5.591 -0.060  0.09
63 H -5.979 -6.786 -0.060  0.09
64 H -7.081 -6.674 -1.454  0.08
65 H -5.160 -3.218 -0.592  0.10
66 H -3.841 -4.407 -0.592  0.07
67 H -5.114 -4.494 0.656  0.09
68 H -6.178 -5.672 -3.190  0.13
69 C -0.483 -6.344 3.817  -0.06
70 N -0.067 -4.964 3.675  -0.19
71 C 0.782 -4.374 4.694  -0.04
72 C -0.444 -4.197 2.616  -0.30
73 O -0.123 -3.032 2.446  -0.02
74 H -1.045 -6.452 4.749  0.09
75 H 0.404 -6.982 3.849  0.09
76 H -1.115 -6.650 2.981  0.08
77 H 0.273 -3.511 5.126  0.08
78 H 1.712 -4.037 4.231  0.09
79 H 1.004 -5.100 5.477  0.09
80 H -1.086 -4.732 1.898  0.13
81 C -0.885 1.689 -5.580  -0.06
82 N -0.918 0.310 -6.024  -0.20
83 C -1.615 -0.017 -7.252  -0.05
84 C -0.311 -0.692 -5.322  -0.33
85 O -0.301 -1.869 -5.639  0.01
86 H -1.910 2.036 -5.425  0.09
87 H -0.405 2.300 -6.350  0.09
88 H -0.329 1.788 -4.647  0.08
89 H -2.409 -0.736 -7.033  0.09
90 H -0.912 -0.475 -7.953  0.09
91 H -2.046 0.881 -7.698  0.08
92 H 0.189 -0.336 -4.407  0.12
93 C 5.917 -2.035 -3.589  -0.06
94 N 5.092 -2.448 -2.473  -0.19
95 C 4.159 -1.495 -1.900  -0.04
96 C 5.165 -3.702 -1.943  -0.35
97 O 4.501 -4.112 -1.008  0.00
98 H 6.532 -1.185 -3.282  0.08
99 H 5.271 -1.738 -4.419  0.09
100 H 6.568 -2.848 -3.916  0.08
101 H 4.399 -1.347 -0.846  0.10
102 H 3.146 -1.898 -1.975  0.07
103 H 4.214 -0.541 -2.426  0.09
104 H 5.904 -4.344 -2.451  0.13
105 C 9.603 3.494 -2.595  -0.06
106 N 8.240 3.389 -2.115  -0.20
107 C 7.754 4.367 -1.161  -0.04
108 C 7.399 2.399 -2.531  -0.34
109 O 6.246 2.256 -2.167  -0.05
110 H 10.286 3.424 -1.744  0.09
111 H 9.733 4.460 -3.089  0.09
112 H 9.831 2.696 -3.303  0.08
113 H 7.441 3.854 -0.249  0.09
114 H 6.890 4.884 -1.587  0.09
115 H 8.535 5.092 -0.925  0.09
116 H 7.866 1.710 -3.254  0.13
117 C 4.482 -0.368 5.587  -0.06
118 N 3.125 -0.506 6.075  -0.20
119 C 2.614 0.474 7.013  -0.04
120 C 2.313 -1.527 5.680  -0.33
121 O 1.166 -1.699 6.052  0.00
122 H 5.171 -0.402 6.435  0.09
123 H 4.580 0.592 5.075  0.09
124 H 4.731 -1.171 4.891  0.09
125 H 2.320 -0.033 7.935  0.09
126 H 1.733 0.957 6.582  0.09
127 H 3.373 1.226 7.233  0.09
128 H 2.799 -2.213 4.967  0.13
129 C -4.093 1.800 6.055  -0.06
130 N -4.694 0.948 7.062  -0.20
131 C -6.132 0.763 7.055  -0.05
132 C -3.951 0.315 8.015  -0.34
133 O -4.395 -0.412 8.885  0.01
134 H -4.510 2.807 6.147  0.10
135 H -4.323 1.399 5.069  0.06
136 H -3.010 1.849 6.178  0.09
137 H -6.541 1.101 8.011  0.09
138 H -6.355 -0.300 6.935  0.09
139 H -6.587 1.328 6.240  0.08
140 H -2.872 0.522 7.931  0.13